*a*
The following is a DFT calculation (the ωB97M-V functional and the def2-TZVPD basis) of C4H36BO26 as an isolated structure.

Calculated values
Kohn-Sham gap = 6.9689 eV
Multiplicity = 1
Net charge = -1

Each line ends with the Mulliken charge.
Geometry (Å):
O (2.886, 0.110, 0.871)  -0.2745
C (1.832, -0.535, 0.684)  0.9379
O (0.829, 0.135, 0.475)  -0.5776
B (-0.169, -0.920, 0.086)  1.9479
O (0.538, -2.194, 0.190)  -0.9156
C (1.699, -1.873, 0.455)  0.0837
O (2.720, -2.770, 0.442)  -0.6947
O (-0.810, -0.680, -1.276)  -0.6634
C (-1.972, -0.436, -1.077)  0.6071
O (-2.689, -0.350, -2.150)  -0.8963
C (-2.363, -0.603, 0.238)  0.1632
O (-1.403, -1.037, 0.917)  -0.1953
O (-3.193, 0.080, 0.782)  -0.6605
O (-3.398, 0.542, -4.102)  -0.7205
H (-3.319, -0.274, -3.616)  0.4562
H (-3.259, 1.299, -3.570)  0.4033
O (-4.752, 3.228, 1.912)  -0.7372
H (-4.676, 2.369, 1.374)  0.4680
H (-4.011, 3.728, 1.712)  0.2784
O (5.630, -0.330, 1.547)  -0.8482
H (4.680, -0.609, 1.296)  0.3994
H (5.502, 0.490, 2.052)  0.4834
O (-3.089, 1.964, -0.325)  -0.8855
H (-3.234, 1.011, 0.032)  0.4192
H (-2.401, 1.931, 0.271)  0.5562
O (-4.354, 0.591, 3.813)  -0.6511
H (-4.626, 0.387, 2.968)  0.3040
H (-4.673, 1.464, 4.048)  0.3276
O (4.775, 1.665, 2.171)  -0.6887
H (5.556, 1.948, 1.613)  0.3439
H (4.241, 1.519, 1.495)  0.3429
O (-0.960, -4.348, 1.865)  -0.6376
H (-0.601, -4.777, 0.942)  0.3489
H (-0.484, -3.552, 1.974)  0.3141
O (4.140, -4.996, 1.830)  -0.6255
H (3.522, -4.351, 1.654)  0.3751
H (3.930, -5.401, 2.724)  0.3119
O (2.905, -4.669, -2.318)  -0.6849
H (2.549, -4.951, -1.390)  0.3262
H (2.546, -5.034, -3.131)  0.2974
O (-5.521, 1.387, 0.983)  -0.5947
H (-6.528, 1.062, 1.234)  0.2488
H (-4.924, 0.603, 0.708)  0.4542
O (-0.857, 2.026, 1.200)  -0.8302
H (-0.269, 1.916, 0.399)  0.5121
H (-0.774, 1.385, 1.756)  0.3136
O (0.207, 0.862, -4.013)  -0.6447
H (0.325, 0.935, -3.066)  0.3302
H (0.359, 1.569, -4.555)  0.2157
O (3.083, 2.617, -0.138)  -0.5707
H (4.048, 2.813, -0.568)  0.2841
H (2.851, 3.180, 0.484)  0.2291
O (-3.164, 3.046, -2.822)  -0.7341
H (-4.135, 3.315, -2.750)  0.3394
H (-3.178, 2.391, -1.988)  0.4050
O (3.236, 0.448, -1.988)  -0.5173
H (3.201, 0.551, -1.069)  -0.0809
H (4.213, 0.782, -1.904)  0.2781
O (2.188, -2.076, -2.859)  -0.6333
H (2.711, -1.190, -2.751)  0.3939
H (2.804, -2.800, -2.494)  0.3606
O (-1.039, 0.786, 3.243)  -0.6389
H (-0.360, 0.163, 3.367)  0.2611
H (-1.940, 0.609, 3.490)  0.3348
O (0.925, 1.424, -1.454)  -0.7255
H (0.774, 0.607, -0.868)  0.4542
H (1.728, 1.795, -1.053)  0.4167


*b*
The following is a DFT calculation (the ωB97M-V functional and the def2-TZVPD basis) of C4H36BO26 as an isolated structure.

Calculated values
Kohn-Sham gap = 8.2348 eV
Multiplicity = 1
Net charge = -1

Each line ends with the Mulliken charge.
Geometry (Å):
O (0.404, 2.147, -2.777)  -1.1296
C (-0.020, 1.241, -2.074)  0.3880
O (0.757, 0.450, -1.485)  0.5465
B (-0.085, -0.335, -0.543)  1.2914
O (-1.452, 0.213, -0.780)  0.6544
C (-1.383, 1.120, -1.576)  0.1259
O (-2.220, 2.011, -1.732)  -0.8097
O (0.328, -0.098, 0.794)  -0.0315
C (0.476, -1.275, 1.374)  0.4032
O (0.962, -1.499, 2.477)  -0.7618
C (0.178, -2.239, 0.401)  0.7954
O (-0.001, -1.742, -0.756)  -1.1437
O (0.041, -3.445, 0.530)  -0.6909
O (-3.958, -0.830, -2.694)  -0.6394
H (-4.599, -0.390, -2.209)  0.3471
H (-3.474, -1.061, -1.888)  0.2417
O (-4.186, 1.134, 0.208)  -0.5906
H (-4.577, 1.385, 1.010)  0.2556
H (-3.618, 1.787, -0.134)  0.1251
O (-1.027, -4.365, -1.840)  -0.7176
H (-0.527, -5.146, -1.987)  0.2576
H (-0.561, -3.665, -1.345)  0.4236
O (3.320, -1.532, 5.665)  -0.6706
H (2.608, -1.442, 4.926)  0.3839
H (3.751, -2.441, 5.247)  0.3233
O (-1.985, 1.134, 2.119)  -0.6220
H (-2.284, 0.960, 1.106)  0.1908
H (-1.992, 0.295, 2.456)  0.3750
O (0.166, -3.490, 3.745)  -0.6511
H (0.139, -2.543, 3.532)  0.3599
H (0.949, -3.783, 3.371)  0.3633
O (1.965, 2.628, 0.878)  -0.7412
H (2.244, 3.464, 1.435)  0.3047
H (1.143, 2.453, 1.266)  0.2713
O (-4.636, 2.441, -2.957)  -0.6346
H (-3.717, 2.331, -2.886)  0.3870
H (-4.998, 2.724, -2.125)  0.2886
O (-3.142, -1.934, -0.243)  -0.6038
H (-2.627, -1.659, 0.661)  0.3019
H (-2.861, -2.745, -0.405)  0.2743
O (2.312, -4.317, 2.093)  -0.6252
H (2.341, -4.178, 1.147)  0.2464
H (2.321, -5.393, 2.164)  0.3139
O (3.393, -0.326, -3.513)  -0.7775
H (3.162, 0.045, -2.550)  0.2443
H (3.249, 0.745, -3.890)  0.4800
O (-0.576, 2.673, 1.755)  -0.9096
H (-0.976, 1.749, 1.911)  0.4471
H (-1.100, 2.942, 1.072)  0.3130
O (2.157, 1.692, -4.869)  -0.6899
H (1.926, 1.192, -5.632)  0.2868
H (1.381, 1.981, -4.233)  0.4131
O (-2.822, 3.943, 0.391)  -0.4740
H (-2.215, 4.459, 0.022)  0.2513
H (-2.953, 4.264, 1.212)  0.2461
O (3.091, -3.272, -1.090)  -0.6238
H (4.014, -3.571, -1.419)  0.2734
H (2.509, -2.919, -1.833)  0.3429
O (1.424, 4.149, -1.437)  -0.7384
H (0.960, 3.638, -2.159)  0.4997
H (1.508, 3.618, -0.682)  0.3515
O (3.623, 1.190, -1.016)  -0.6014
H (4.006, 0.560, -0.379)  0.3147
H (3.020, 1.622, -0.522)  0.2101
O (1.938, 0.460, 4.352)  -0.7033
H (1.110, 0.725, 4.832)  0.2988
H (1.695, 0.069, 3.507)  0.3689


*c*
The following is a DFT calculation (the ωB97M-V functional and the def2-TZVPD basis) of C4H36BO26 as an isolated structure.

Calculated values
Kohn-Sham gap = 9.1807 eV
Multiplicity = 1
Net charge = -1

Each line ends with the Mulliken charge.
Geometry (Å):
O (-1.115, 29.115, 9.031)  -0.8367
C (-0.273, 28.692, 9.802)  0.3126
O (0.948, 28.661, 9.560)  -0.8323
B (1.601, 27.963, 10.645)  1.7226
O (0.529, 27.717, 11.623)  -0.3411
C (-0.507, 28.114, 11.096)  1.0830
O (-1.634, 27.900, 11.601)  -1.0067
O (2.721, 28.698, 11.243)  -0.5222
C (3.720, 28.006, 11.006)  -0.2174
O (4.732, 28.185, 11.671)  -0.6787
C (3.343, 26.825, 10.275)  0.8816
O (2.116, 26.708, 10.139)  0.4116
O (4.143, 25.888, 10.120)  -0.0511
O (2.680, 26.458, 7.303)  -0.7369
H (1.798, 26.232, 7.557)  0.3794
H (3.112, 25.799, 7.869)  0.0911
O (6.124, 24.430, 11.045)  -0.6110
H (5.968, 23.543, 11.452)  0.2740
H (5.383, 24.616, 10.489)  0.3525
O (-0.875, 25.668, 9.523)  -0.6547
H (-1.534, 25.022, 9.790)  0.3402
H (-0.141, 25.299, 10.002)  0.0907
O (3.239, 24.892, 12.722)  -0.7615
H (2.976, 24.227, 13.348)  0.2494
H (2.973, 25.801, 13.017)  0.3109
O (0.968, 24.318, 11.396)  -0.6548
H (1.675, 24.655, 11.945)  0.2775
H (0.196, 24.365, 11.960)  0.4267
O (4.382, 28.493, 7.610)  -0.5862
H (3.958, 29.152, 7.105)  0.2626
H (3.795, 27.744, 7.625)  0.3124
O (0.081, 28.858, 6.471)  -0.6662
H (0.118, 27.891, 6.557)  0.2887
H (-0.332, 29.166, 7.275)  0.4366
O (3.270, 23.681, 8.268)  -0.6396
H (3.307, 22.835, 7.770)  0.2569
H (3.259, 23.444, 9.196)  0.3564
O (5.579, 25.679, 7.253)  -0.6356
H (6.199, 25.030, 7.579)  0.3333
H (5.552, 26.217, 8.032)  0.1893
O (2.415, 27.105, 13.787)  -0.7460
H (1.562, 27.490, 13.623)  0.3397
H (3.015, 27.810, 13.512)  0.3169
O (-3.459, 29.258, 7.904)  -0.7152
H (-3.488, 28.307, 8.092)  0.3866
H (-2.570, 29.567, 8.110)  0.5054
O (-1.765, 27.040, 14.185)  -0.7197
H (-2.684, 26.930, 14.336)  0.2682
H (-1.660, 27.509, 13.367)  0.4022
O (-3.293, 26.589, 8.565)  -0.6274
H (-3.533, 25.750, 8.129)  0.2440
H (-2.604, 26.445, 9.166)  0.4204
O (6.508, 27.235, 9.274)  -0.6511
H (6.313, 28.066, 8.858)  0.2887
H (6.496, 27.381, 10.229)  0.3101
O (3.671, 22.936, 10.726)  -0.5669
H (3.650, 23.530, 11.443)  0.1344
H (3.565, 22.135, 11.195)  0.2986
O (-3.836, 26.495, 11.334)  -0.6644
H (-4.478, 26.748, 10.671)  0.3380
H (-3.189, 27.172, 11.261)  0.4082
O (7.299, 26.996, 11.840)  -0.7471
H (6.547, 27.423, 12.221)  0.3773
H (7.067, 26.079, 11.893)  0.3242
O (-1.682, 24.618, 12.444)  -0.6644
H (-2.213, 24.965, 11.745)  0.2176
H (-1.966, 25.131, 13.151)  0.3146


Which of them is the most stable, and which is the least stable? *c* and *a*, in that order.


*a*
The following is a DFT calculation (the ωB97M-V functional and the def2-TZVPD basis) of a 2-piece molecular cluster, C7H16Si overall.

Calculated values
Kohn-Sham gap = 10.6779 eV
SMILES = C[SiH2]C(C)(C)C.C#C
Multiplicity = 1
Net charge = 0

Each line ends with the Mulliken charge.
Geometry (Å):
C (0.074, 2.493, 0.265)  -1.0921
Si (-0.390, 0.710, -0.204)  0.4766
C (1.120, -0.472, -0.028)  1.5812
C (0.855, -1.757, -0.817)  -1.8040
C (2.392, 0.177, -0.575)  -1.8165
C (1.342, -0.840, 1.440)  -1.6785
H (-0.760, 3.160, 0.073)  0.3364
H (0.332, 2.582, 1.316)  0.3208
H (0.919, 2.852, -0.316)  0.3269
H (-1.469, 0.238, 0.671)  -0.1928
H (-0.842, 0.682, -1.601)  -0.1780
H (0.775, -1.545, -1.881)  0.4244
H (1.668, -2.468, -0.673)  0.4115
H (-0.071, -2.227, -0.496)  0.4023
H (3.224, -0.527, -0.546)  0.4400
H (2.670, 1.049, 0.013)  0.3967
H (2.252, 0.491, -1.609)  0.4191
H (1.558, 0.043, 2.038)  0.3999
H (0.455, -1.324, 1.850)  0.4153
H (2.178, -1.531, 1.542)  0.4055
C (-4.263, -0.930, 0.053)  -0.4100
C (-4.870, 0.039, -0.290)  -0.3500
H (-3.743, -1.798, 0.329)  0.3913
H (-5.404, 0.903, -0.554)  0.3744


*b*
The following is a DFT calculation (the ωB97M-V functional and the def2-TZVPD basis) of one molecule with the formula C7H16Si.

Calculated values
Kohn-Sham gap = 10.6301 eV
SMILES = C=C[Si@@H](C)C(C)(C)C
Multiplicity = 1
Net charge = 0

Each line ends with the Mulliken charge.
Geometry (Å):
C (3.090, 1.167, 0.228)  -0.6294
C (2.119, 0.631, 0.926)  -0.2674
Si (0.753, -0.605, 0.375)  0.4579
C (0.202, -1.818, 1.990)  -1.1001
C (-0.742, 0.076, -0.645)  1.6628
C (-1.536, -1.028, -1.143)  -1.9851
C (-1.609, 0.936, 0.331)  -1.6619
C (-0.265, 0.975, -1.874)  -1.6787
H (3.868, 1.770, 0.613)  0.3133
H (3.226, 0.836, -0.840)  0.1902
H (2.254, 0.650, 2.032)  0.2840
H (1.590, -1.699, -0.281)  -0.2041
H (1.250, -2.208, 2.426)  0.2483
H (-0.445, -1.420, 2.777)  0.3465
H (-0.252, -2.686, 1.570)  0.3320
H (-0.814, -1.745, -1.740)  0.3742
H (-1.979, -1.612, -0.404)  0.5040
H (-2.329, -0.589, -1.743)  0.4492
H (-1.356, 1.945, 0.307)  0.4341
H (-1.550, 0.547, 1.347)  0.3668
H (-2.704, 0.924, 0.102)  0.3427
H (0.541, 1.632, -1.601)  0.4121
H (0.118, 0.157, -2.504)  0.4201
H (-0.936, 1.598, -2.396)  0.3886


Which of them is the most stable, and which is the least stable? *b* and *a*, in that order.


*a*
The following is a DFT calculation (the ωB97M-V functional and the def2-TZVPD basis) of an isolated ion of composition C5H12N2 and charge +1.

Calculated values
Kohn-Sham gap (spin up / spin down) = 7.6866 / 7.7288 eV
Multiplicity = 2
Net charge = +1

Each line ends with the Mulliken charge.
Geometry (Å):
C (-0.797, -0.679, 1.010)  -0.4607
C (-0.036, -1.000, -0.326)  -0.1221
C (0.649, 0.237, -0.646)  0.0403
C (0.140, 1.252, -1.425)  -0.2048
N (-0.847, 2.158, -1.025)  -0.2971
C (2.018, 0.574, -0.101)  -0.8639
N (-1.673, -1.892, 1.285)  -0.6616
H (-1.364, 0.301, 1.047)  0.1328
H (-0.144, -0.476, 1.906)  0.3235
H (-0.841, -1.326, -1.051)  0.3109
H (0.856, -1.766, -0.162)  0.3434
H (0.794, 1.448, -2.359)  0.3442
H (-1.548, 2.261, -1.739)  0.2849
H (-1.206, 2.126, -0.141)  0.2478
H (2.559, 1.101, -0.935)  0.3714
H (1.949, 0.637, 1.111)  0.3096
H (2.477, -0.530, -0.213)  0.3221
H (-1.947, -1.692, 2.272)  0.2952
H (-1.037, -2.735, 1.493)  0.2841


*b*
The following is a DFT calculation (the ωB97M-V functional and the def2-TZVPD basis) of an isolated ion of composition C5H12N2 and charge +1.

Calculated values
Kohn-Sham gap (spin up / spin down) = 9.6506 / 5.9661 eV
Multiplicity = 2
Net charge = +1

Each line ends with the Mulliken charge.
Geometry (Å):
C (0.923, -0.441, -2.345)  -0.5013
C (1.268, 0.574, -1.242)  -0.4139
C (-0.045, 0.698, -0.484)  -0.6511
C (-0.171, 0.452, 0.851)  0.4042
N (-1.312, 0.531, 1.548)  -0.1280
C (-1.416, 0.315, 2.997)  -0.8141
N (0.467, -1.760, -1.874)  -0.4627
H (0.138, -0.007, -2.964)  0.2776
H (1.777, -0.684, -2.967)  0.3551
H (2.048, 0.299, -0.528)  0.3204
H (1.501, 1.578, -1.609)  0.3236
H (-0.897, 1.067, -1.051)  0.2569
H (0.652, 0.119, 1.466)  0.3115
H (-2.195, 0.849, 1.146)  0.2903
H (-0.549, -0.250, 3.369)  0.3041
H (-1.215, 1.274, 3.475)  0.3592
H (-2.267, -0.347, 3.136)  0.3373
H (0.216, -1.727, -0.899)  0.1678
H (1.076, -2.543, -2.027)  0.2631


Which of them is the most stable, and which is the least stable? *b* and *a*, in that order.